No. 1
# C5H14

A cluster of 2 separate species, C5H14 in total (ωB97M-V/def2-TZVPD, OMol25).

Properties
Orbital gap   12.6 eV
Energy above the lowest of the compared OMol25 structures with the same formula, charge and spin   26.8 kJ/mol
SMILES   CCC.CC

The geometry in ORCA input format:
```
! RIJCOSX wB97M-V def2-TZVPD def2/J DEFGRID3
* xyz 0 1
C -1.1045 1.7124 -0.1236
C 0.2098 1.5175 -0.8905
C 1.3658 2.2321 -0.1920
H -0.9423 1.7952 0.9528
H -1.5889 2.6361 -0.4417
H -1.8067 0.8944 -0.2338
H 0.4533 0.4544 -1.0136
H 0.0305 1.9780 -1.8612
H 0.9998 3.1093 0.3285
H 1.7683 1.5803 0.5861
H 2.1388 2.5411 -0.8966
C 0.3004 -2.9923 0.8729
C -0.6709 -2.1341 0.0459
H 0.0467 -4.0390 0.7605
H 1.3206 -2.7538 0.5861
H 0.2381 -2.7214 1.9314
H -1.6358 -2.6268 -0.0415
H -0.2301 -1.9840 -0.9285
H -0.8930 -1.1996 0.5588
*
```

---

No. 2
# C18H22N4O4

A structure of composition C18H22N4O4 in a non-equilibrium geometry (ωB97M-V/def2-TZVPD, OMol25).

Properties
Orbital gap   8.5 eV
Energy above the lowest of the compared OMol25 structures with the same formula, charge and spin   1639.0 kJ/mol

The geometry in ORCA input format:
```
! RIJCOSX wB97M-V def2-TZVPD def2/J DEFGRID3
* xyz 0 1
C -5.2460 -1.8048 -0.6854
H -5.9470 -2.5048 -0.5220
O -4.7116 -1.1651 0.4252
C -3.8063 -0.3699 0.4085
C -3.4511 -0.0009 1.5173
C -2.5349 1.0412 1.8098
C -1.9240 1.4660 0.7858
C -2.2037 1.0593 -0.7465
C -3.2550 0.1224 -0.8021
H -3.4159 -0.3319 -1.6925
N -1.5924 1.6448 -1.7808
C -0.2871 1.5629 -2.1586
O 0.2692 1.6912 -3.2322
N 0.6259 1.0227 -1.0540
H 0.2218 0.6468 -0.3225
C 1.9654 0.9023 -1.0600
C 2.5809 -0.5571 -1.7524
C 2.1363 -1.5994 -0.8341
C 3.1808 -1.9402 -0.0508
C 2.6747 -3.0114 0.9985
C 1.3749 -3.5806 0.7451
C 0.3972 -2.9890 0.0673
C 0.8848 -1.9639 -0.9039
H 0.1197 -1.6469 -1.5079
H -0.4897 -3.3133 -0.3698
H 1.2123 -4.3376 1.5082
H 3.4273 -3.6246 1.5959
H 4.1161 -1.4828 0.0266
H 1.9952 -0.5311 -2.6724
H 3.6613 -0.3841 -1.8667
H 2.3558 1.8794 -1.8772
C 2.5672 1.0581 0.0960
O 1.9729 0.9319 1.2494
N 3.8810 1.2912 0.2493
H 4.4341 1.4375 -0.5570
N 4.6730 1.6082 1.5164
H 4.1468 0.8079 1.9519
H 4.6326 2.3622 2.1535
H -2.1247 1.6768 -2.5924
O -1.0053 2.7083 0.6957
C -0.3270 2.9939 1.9875
H -1.3421 3.6040 2.6605
H -0.0160 2.2374 2.4334
H 0.2788 3.6889 1.5914
H -2.3241 1.5791 2.6569
H -3.8230 -0.2398 2.5435
H -4.4090 -2.4643 -1.2251
H -5.5503 -1.1810 -1.4074
*
```

---

No. 3
# C18H24F3N3O3S

The molecule C18H24F3N3O3S (ωB97M-V/def2-TZVPD, OMol25).

Properties
Orbital gap   8.8 eV
Energy above the lowest of the compared OMol25 structures with the same formula, charge and spin   5.2 kJ/mol
SMILES   COC(=O)[C@H](CCSC)NC(=O)N1CCN(c2cccc(C(F)(F)F)c2)CC1

The geometry in ORCA input format:
```
! RIJCOSX wB97M-V def2-TZVPD def2/J DEFGRID3
* xyz 0 1
C -0.3235 -1.9769 -0.9931
O 0.5694 -1.1909 -0.2107
C 1.8798 -1.3413 -0.4160
O 2.3608 -2.1200 -1.1976
C 2.6905 -0.4132 0.4871
C 3.4397 -1.2182 1.5564
C 4.5604 -2.0748 0.9822
S 5.8689 -1.0536 0.2103
C 5.6350 -1.4816 -1.5395
N 1.8528 0.5850 1.1105
C 1.3751 1.6020 0.3222
O 1.9098 1.9105 -0.7249
N 0.3181 2.3105 0.8332
C -0.1598 3.4456 0.0754
C -1.4404 3.0745 -0.6894
N -2.2869 2.2261 0.1357
C -2.8796 1.1110 -0.3959
C -3.2397 1.0815 -1.7548
C -3.8637 -0.0145 -2.3104
C -4.1742 -1.1272 -1.5440
C -3.8425 -1.1003 -0.1989
C -4.1334 -2.2730 0.6892
F -3.0011 -2.9186 1.0583
F -4.9181 -3.1977 0.1258
F -4.7301 -1.9138 1.8412
C -3.1998 -0.0139 0.3740
C -2.0027 2.3489 1.5437
C -0.5927 1.8155 1.8471
H -0.9995 -1.3005 -1.5161
H 0.2415 -2.5771 -1.7078
H -0.8886 -2.6234 -0.3223
H 3.4130 0.1202 -0.1430
H 2.7345 -1.8624 2.0905
H 3.8632 -0.5058 2.2671
H 5.0336 -2.6460 1.7807
H 4.1906 -2.7549 0.2187
H 6.1919 -0.7513 -2.1170
H 6.0284 -2.4782 -1.7208
H 4.5798 -1.4358 -1.7874
H 1.2869 0.2548 1.8751
H -0.3273 4.2858 0.7554
H 0.6242 3.7169 -0.6326
H -1.1526 2.5274 -1.5895
H -1.9763 3.9859 -0.9838
H -3.0485 1.9410 -2.3765
H -4.1244 -0.0013 -3.3575
H -4.6668 -1.9836 -1.9736
H -2.9542 -0.0698 1.4220
H -2.7490 1.8179 2.1327
H -2.0732 3.4078 1.8083
H -0.2750 2.1298 2.8507
H -0.6244 0.7214 1.8097
*
```

---

No. 4
# C2H3FO3S

A cluster of 3 separate species, C2H3FO3S in total in a non-equilibrium geometry (ωB97M-V/def2-TZVPD, OMol25).

Properties
Orbital gap   9.7 eV
Energy above the lowest of the compared OMol25 structures with the same formula, charge and spin   578.1 kJ/mol

The geometry in ORCA input format:
```
! RIJCOSX wB97M-V def2-TZVPD def2/J DEFGRID3
* xyz 0 1
C 1.4458 0.4570 2.6533
C 1.0733 -0.3639 1.9059
O 0.8541 1.9308 -1.1738
O -1.3478 0.8549 -0.9416
O -2.0087 -1.3418 -1.9893
F -0.7819 -1.9038 -2.3266
S 0.0887 0.7426 -1.0771
H 1.8752 1.2640 3.2369
H -1.8480 -0.5745 -1.4469
H 0.6492 -1.0655 1.1592
*
```

---

No. 5
# C11H19ClF5O6P

A cluster of 2 separate species, C11H19ClF5O6P in total in a non-equilibrium geometry (ωB97M-V/def2-TZVPD, OMol25).

Properties
Orbital gap   7.6 eV

The geometry in ORCA input format:
```
! RIJCOSX wB97M-V def2-TZVPD def2/J DEFGRID3
* xyz 0 1
C 3.4634 -0.6854 1.6345
C 3.1124 -2.0575 1.0997
O 2.5440 -1.9682 -0.2465
C 1.6099 -1.0031 -0.3268
O 0.6253 -0.9924 0.3797
C 1.9195 0.0346 -1.3546
C 0.7198 0.8592 -1.7712
C 0.1179 1.6225 -0.5646
P -1.6768 1.6030 -0.5936
C -2.4846 0.9992 0.9035
C -3.8891 0.3911 0.5847
C -4.0313 -1.0637 1.0290
C -3.3635 -2.0334 0.0941
F -2.0606 -1.6994 -0.0592
F -3.4151 -3.2792 0.6036
C -4.0033 -2.0799 -1.3469
F -4.1216 -3.3606 -1.7860
F -3.2345 -1.3897 -2.2265
F -5.2370 -1.5107 -1.3432
H 4.2968 -0.7695 2.3185
H 2.6122 -0.2480 2.1394
H 3.7946 -0.0240 0.8434
H 2.3946 -2.5708 1.7274
H 3.9992 -2.6635 0.9938
H 2.7146 0.6892 -1.0201
H 2.3127 -0.4893 -2.2217
H -0.0059 0.2498 -2.3003
H 1.0609 1.5994 -2.4855
H 0.4817 1.2570 0.3825
H 0.4069 2.6671 -0.6384
H -2.1196 0.8017 -1.6426
H -2.1346 2.8851 -0.9016
H -2.6449 1.8523 1.5502
H -1.8383 0.2783 1.3816
H -4.0958 0.4481 -0.4795
H -4.6430 1.0012 1.0593
H -5.0784 -1.3178 1.1215
H -3.5862 -1.1797 2.0116
O 6.1511 2.9761 -0.8007
Cl 5.2664 2.6753 0.2922
O 4.0729 2.0310 -0.2552
O 4.8765 3.8853 0.9682
O 5.8984 1.7680 1.2182
*
```

---

E_HOMO, record by record: -11.4 -8.0 -8.3 -11.4 -8.2 eV